[1]
{"formula": "C37H52N18O13", "method": "ωB97M-V/def2-TZVPD", "species": ["C", "C", "C", "C", "C", "C", "C", "O", "C", "C", "C", "C", "C", "C", "C", "O", "H", "H", "H", "H", "H", "H", "H", "H", "C", "C", "C", "C", "C", "C", "C", "O", "C", "C", "C", "C", "C", "C", "C", "O", "H", "H", "H", "H", "H", "H", "H", "H", "C", "O", "N", "N", "H", "H", "H", "H", "C", "O", "N", "N", "H", "H", "H", "H", "C", "O", "N", "N", "H", "H", "H", "H", "C", "O", "N", "N", "H", "H", "H", "H", "C", "O", "N", "N", "H", "H", "H", "H", "C", "O", "N", "N", "H", "H", "H", "H", "C", "O", "N", "N", "H", "H", "H", "H", "C", "O", "N", "N", "H", "H", "H", "H", "C", "O", "N", "N", "H", "H", "H", "H"], "coordinates": [[-10.39, -2.45, -3.90], [-10.90, -1.16, -4.09], [-10.16, -0.02, -3.61], [-8.99, -0.22, -2.88], [-8.48, -1.49, -2.80], [-9.13, -2.66, -3.33], [-7.25, -1.76, -2.06], [-6.84, -2.93, -1.70], [-6.55, -0.58, -1.38], [-5.42, -0.72, -0.64], [-4.75, 0.36, -0.12], [-5.17, 1.65, -0.32], [-6.34, 1.86, -0.97], [-7.05, 0.76, -1.56], [-8.33, 1.02, -2.26], [-8.73, 2.20, -2.37], [-10.99, -3.33, -4.11], [-11.73, -1.02, -4.76], [-10.47, 1.00, -3.78], [-8.69, -3.56, -2.93], [-4.99, -1.71, -0.52], [-3.74, 0.20, 0.22], [-4.81, 2.50, 0.24], [-6.70, 2.86, -1.21], [2.54, -2.07, 1.44], [2.28, -3.38, 1.04], [3.23, -4.44, 0.95], [4.53, -4.16, 1.39], [4.79, -2.85, 1.96], [3.80, -1.78, 1.91], [6.00, -2.61, 2.76], [6.21, -1.49, 3.34], [7.01, -3.71, 2.77], [8.25, -3.56, 3.45], [9.20, -4.48, 3.31], [9.04, -5.59, 2.44], [7.81, -5.87, 1.81], [6.79, -4.90, 2.04], [5.58, -5.16, 1.21], [5.38, -6.11, 0.50], [1.80, -1.29, 1.52], [1.25, -3.54, 0.78], [3.02, -5.42, 0.54], [3.99, -0.78, 2.28], [8.42, -2.63, 3.98], [10.19, -4.21, 3.62], [9.84, -6.31, 2.39], [7.56, -6.81, 1.33], [0.60, 4.78, -2.27], [1.03, 4.18, -3.27], [1.42, 5.14, -1.26], [-0.63, 4.97, -1.88], [2.42, 5.31, -1.27], [0.96, 5.46, -0.42], [-1.34, 4.63, -2.50], [-0.87, 5.12, -0.91], [1.83, 0.54, 4.67], [2.89, 0.63, 5.17], [0.89, -0.12, 5.16], [1.59, 0.97, 3.48], [1.06, -0.70, 5.97], [0.07, -0.28, 4.59], [0.64, 0.81, 3.17], [2.26, 1.54, 2.99], [-0.19, 1.06, -0.10], [-1.25, 0.66, -0.47], [0.07, 2.19, 0.55], [0.94, 0.49, -0.30], [0.98, 2.27, 0.97], [-0.70, 2.83, 0.73], [1.80, 0.88, 0.04], [1.01, -0.40, -0.78], [3.44, 3.40, 1.61], [2.77, 2.40, 1.51], [4.16, 3.68, 2.60], [3.73, 4.19, 0.55], [4.81, 4.45, 2.51], [4.16, 3.24, 3.50], [3.37, 3.83, -0.32], [4.30, 5.01, 0.66], [0.98, -0.51, -5.08], [1.10, 0.08, -6.14], [1.40, -1.70, -4.85], [0.51, 0.00, -3.94], [1.31, -2.11, -3.93], [1.71, -2.29, -5.62], [0.19, -0.57, -3.17], [0.39, 1.00, -3.84], [-1.12, 3.50, 4.28], [-2.34, 3.35, 4.10], [-0.46, 4.14, 3.38], [-0.43, 3.13, 5.33], [0.51, 4.30, 3.66], [-0.79, 4.51, 2.50], [-0.91, 3.04, 6.21], [0.46, 3.59, 5.45], [-2.69, 5.69, 0.95], [-1.72, 4.97, 0.90], [-3.95, 5.37, 1.20], [-2.55, 6.92, 0.65], [-4.68, 6.03, 0.96], [-4.14, 4.45, 1.58], [-3.31, 7.49, 0.31], [-1.66, 7.29, 0.34], [3.08, -4.17, -2.66], [1.99, -4.69, -2.62], [3.42, -3.01, -2.02], [3.92, -4.43, -3.62], [4.25, -2.46, -2.17], [2.69, -2.70, -1.39], [3.63, -5.25, -4.12], [4.69, -3.80, -3.79], [-0.27, -2.46, -1.87], [0.72, -1.77, -1.89], [-0.31, -3.75, -2.16], [-1.48, -1.99, -1.78], [0.60, -4.17, -2.31], [-1.11, -4.29, -1.85], [-1.46, -1.01, -1.53], [-2.30, -2.55, -1.99]], "relative_energy_kj_mol": 567.1, "total_energy_ev": -92656.8647, "homo_energy_ev": -8.375, "gap_ev": 7.1715}

[2]
{"formula": "C4H8O2", "method": "ωB97M-V/def2-TZVPD", "species": ["C", "C", "O", "C", "C", "O", "H", "H", "H", "H", "H", "H", "H", "H"], "coordinates": [[0.72, -0.20, -0.94], [1.41, -0.63, 0.37], [0.33, -0.79, 1.26], [-0.56, 0.25, 1.22], [-1.73, 0.66, -0.56], [-0.18, 0.75, -0.43], [1.41, 0.26, -1.65], [0.20, -1.04, -1.41], [1.95, -1.58, 0.31], [2.09, 0.16, 0.72], [-0.25, 1.21, 1.63], [-1.49, -0.13, 1.63], [-1.97, 1.37, -1.37], [-1.89, -0.35, -0.96]], "relative_energy_kj_mol": 642.3, "total_energy_ev": -8366.6246, "homo_energy_ev": -7.024, "gap_ev": 7.8368}

[3]
{"formula": "C5H7BrN2S", "method": "ωB97M-V/def2-TZVPD", "species": ["C", "C", "C", "C", "C", "N", "N", "S", "Br", "H", "H", "H", "H", "H", "H", "H"], "coordinates": [[0.93, -1.06, 0.98], [1.51, 0.20, 0.83], [-1.15, -0.36, -0.35], [-0.55, -1.10, 0.87], [-0.52, -0.37, -1.63], [-2.21, 0.34, -0.17], [0.70, 1.11, 0.37], [1.25, 2.66, 0.12], [0.83, -1.64, -2.13], [1.44, -1.92, 1.30], [2.44, 0.45, 1.18], [-0.74, -2.10, 0.96], [-1.08, -0.52, 1.74], [-0.68, 0.36, -2.37], [-2.39, 0.82, -1.01], [0.23, 3.14, -0.70]], "relative_energy_kj_mol": 264.7, "total_energy_ev": -89151.9202, "homo_energy_ev": [-8.390, -7.882], "gap_ev": [7.4833, 7.0959]}